Model one:
Molecular formula: C4H11N3
Method: DFT, the ωB97M-V functional and the def2-TZVPD basis

Each line ends with the Mulliken charge.
Element x y z (Å)
C (-0.253, -0.067, 0.773)  -0.418
C (0.335, -0.756, 2.460)  -0.989
C (-0.853, -0.270, -2.150)  -1.331
N (0.961, -0.785, 0.537)  -0.137
C (-0.657, 0.741, -1.051)  0.226
N (1.868, 0.093, 0.142)  -0.390
N (-1.011, 1.950, -1.062)  -0.579
H (1.456, 0.937, -0.309)  0.338
H (2.656, -0.320, -0.340)  0.253
H (-1.531, 2.237, -1.906)  0.219
H (-1.151, -0.668, 0.729)  0.428
H (-0.272, 0.953, 1.160)  0.319
H (1.165, -0.154, 2.821)  0.371
H (0.529, -1.819, 2.558)  0.365
H (-0.577, -0.502, 2.997)  0.336
H (-0.443, -1.251, -1.889)  0.297
H (-1.906, -0.386, -2.430)  0.331
H (-0.313, 0.066, -3.042)  0.362

As for the charge: 0. The HOMO-LUMO gap (alpha / beta) is 7.180 / 7.183 eV. Its lowest unoccupied orbital energy (alpha / beta) is 0.402 / 0.405 eV.



Model two:
Molecular formula: C4H11N3
Method: DFT, the ωB97M-V functional and the def2-TZVPD basis

Each line ends with the Mulliken charge.
Element x y z (Å)
C (1.304, -0.611, 0.234)  0.234
C (0.568, -0.220, -0.999)  -1.099
C (-1.433, 1.292, -0.333)  -1.458
C (-0.957, -0.145, -0.500)  1.228
N (2.227, 0.269, 0.751)  -0.535
N (-0.204, -0.611, 1.206)  -0.682
N (-1.864, -0.955, -1.018)  -0.927
H (1.593, -1.652, 0.326)  0.334
H (1.933, 1.236, 0.764)  0.228
H (2.621, -0.004, 1.642)  0.252
H (-0.646, -1.522, 1.299)  0.306
H (-0.489, 0.093, 1.886)  0.244
H (-1.463, -1.876, -1.215)  0.200
H (0.668, -0.987, -1.767)  0.313
H (0.884, 0.732, -1.429)  0.331
H (-0.638, 2.010, -0.113)  0.347
H (-1.964, 1.613, -1.231)  0.356
H (-2.140, 1.338, 0.498)  0.327

As for the charge: 0. The HOMO-LUMO gap is 8.244 eV. Its lowest unoccupied orbital energy is 0.737 eV.



Model three:
Molecular formula: C4H11N3
Method: DFT, the ωB97M-V functional and the def2-TZVPD basis

Each line ends with the Mulliken charge.
Element x y z (Å)
H (-3.554, -0.199, 1.464)  0.244
N (-2.523, -0.273, 1.514)  -0.708
C (-2.137, 0.024, 0.337)  -0.072
N (-1.082, -0.322, -0.416)  -0.142
C (0.022, -1.222, -0.179)  -1.076
C (1.234, -0.549, -0.814)  -0.477
C (1.604, 0.834, -0.317)  -0.428
N (1.460, 0.911, 1.133)  -0.629
H (-2.786, 0.636, -0.203)  0.418
H (-0.978, 0.194, -1.296)  0.248
H (0.158, -1.372, 0.808)  0.549
H (-0.341, -2.097, -0.716)  0.317
H (1.128, -0.470, -1.927)  0.319
H (2.147, -1.162, -0.620)  0.321
H (1.072, 1.621, -0.866)  0.290
H (2.690, 1.042, -0.650)  0.301
H (0.475, 0.478, 1.466)  0.257
H (1.412, 1.925, 1.282)  0.269

Its structure (SMILES) is [H]/N=C/NCCCN. As for the charge: 0. The HOMO-LUMO gap is 9.460 eV. Its lowest unoccupied orbital energy is 0.752 eV.



Stability summary - winner: model three; margin: 24.0 kcal/mol.



Model one:
Molecular formula: C3H5FO2S
Method: DFT, the ωB97M-V functional and the def2-TZVPD basis

Each line ends with the Mulliken charge.
Element x y z (Å)
C (-1.878, -0.609, -1.162)  0.179
C (1.675, 0.207, 0.922)  -0.554
C (-2.262, 0.426, -0.230)  -0.195
O (-1.455, -1.716, -0.946)  -0.483
O (1.093, 0.466, -0.441)  -0.219
F (-2.314, 0.225, 1.066)  -0.231
S (0.112, 1.700, -0.540)  0.023
H (-1.882, -0.136, -2.138)  0.316
H (1.532, -0.808, 1.162)  0.273
H (1.420, 1.110, 1.572)  0.298
H (2.769, 0.100, 0.789)  0.245
H (-2.900, 1.372, -0.605)  0.347

As for the charge: 0. The HOMO-LUMO gap is 7.057 eV. Its lowest unoccupied orbital energy is -1.699 eV.



Model two:
Molecular formula: C3H5FO2S
Method: DFT, the ωB97M-V functional and the def2-TZVPD basis

Each line ends with the Mulliken charge.
Element x y z (Å)
C (-0.501, 1.449, -0.778)  -0.520
C (-0.096, -0.903, 0.045)  -1.222
C (0.261, 0.576, 0.139)  0.613
O (-2.909, 2.403, -1.335)  -0.457
O (-2.645, -0.042, -1.338)  -0.467
F (0.089, 0.978, 1.465)  -0.290
S (-2.184, 1.249, -0.907)  0.877
H (-0.568, 3.073, 0.046)  0.226
H (-1.154, -1.061, 0.250)  0.356
H (0.122, -1.281, -0.949)  0.354
H (0.492, -1.452, 0.778)  0.333
H (1.333, 0.728, -0.069)  0.196

As for the charge: 0. The HOMO-LUMO gap (alpha / beta) is 8.784 / 8.787 eV. Its lowest unoccupied orbital energy (alpha / beta) is -1.702 / -1.701 eV.



Model three:
Molecular formula: C3H5FO2S
Method: DFT, the ωB97M-V functional and the def2-TZVPD basis

Each line ends with the Mulliken charge.
Element x y z (Å)
C (1.257, 0.085, -0.932)  -1.234
C (0.057, -0.559, -0.216)  0.808
F (-0.062, -1.886, -0.514)  -0.271
C (-0.274, -0.016, 1.273)  -0.843
S (-1.543, 0.306, 0.049)  0.924
O (-2.776, -0.434, 0.043)  -0.581
O (-1.568, 1.742, -0.216)  -0.589
H (1.554, -0.500, -1.703)  0.408
H (1.953, 0.049, -0.093)  0.346
H (1.176, 1.131, -1.168)  0.325
H (-0.217, -0.721, 2.106)  0.337
H (0.442, 0.803, 1.371)  0.371

Its structure (SMILES) is C[C@@]1(F)CS1(=O)=O. As for the charge: 0. The HOMO-LUMO gap is 10.903 eV. Its lowest unoccupied orbital energy is 0.643 eV.



Stability summary - winner: model three; margin: 36.9 kcal/mol.



Model one:
Molecular formula: C2H4N2O3
Method: DFT, the ωB97M-V functional and the def2-TZVPD basis

Each line ends with the Mulliken charge.
Element x y z (Å)
C (-0.100, 0.691, -0.183)  -0.249
C (0.411, -0.704, -0.827)  -0.210
N (-0.904, 0.565, 0.974)  0.283
N (1.009, -0.774, -1.874)  0.330
O (-1.975, -0.016, 1.124)  -0.419
O (1.680, -0.318, -2.763)  -0.474
O (0.155, 0.276, 2.282)  -0.497
H (0.760, 1.342, 0.238)  0.271
H (-0.605, 1.111, -0.920)  0.370
H (-0.191, -1.603, -0.553)  0.280
H (-0.239, -0.571, 2.502)  0.317

As for the charge: 0. The HOMO-LUMO gap (alpha / beta) is 8.600 / 9.071 eV. Its lowest unoccupied orbital energy (alpha / beta) is -0.771 / -0.540 eV.



Model two:
Molecular formula: C2H4N2O3
Method: DFT, the ωB97M-V functional and the def2-TZVPD basis

Each line ends with the Mulliken charge.
Element x y z (Å)
C (1.360, -0.722, -0.958)  -0.137
C (-2.717, -0.046, 1.047)  0.668
N (1.045, 0.441, -1.270)  -0.040
N (1.419, -1.131, 0.264)  -0.264
O (-2.523, 0.612, 0.151)  -0.342
O (-2.978, -0.675, 1.962)  -0.336
O (0.736, 1.722, -0.389)  -0.529
H (0.853, 0.763, -2.166)  0.195
H (1.590, -2.116, 0.602)  0.230
H (1.386, -0.351, 0.935)  0.224
H (-0.169, 1.503, -0.178)  0.330

As for the charge: 0. The HOMO-LUMO gap is 8.731 eV. Its lowest unoccupied orbital energy is 0.268 eV.



Model three:
Molecular formula: C2H4N2O3
Method: DFT, the ωB97M-V functional and the def2-TZVPD basis

Each line ends with the Mulliken charge.
Element x y z (Å)
O (0.348, -1.462, 1.862)  -0.579
C (0.314, -0.701, 0.846)  0.533
N (0.679, -0.869, -0.461)  -0.236
O (0.729, 0.345, -1.086)  -0.261
C (-0.465, 1.025, -1.471)  0.084
O (-1.277, 0.756, -0.291)  -0.339
N (-0.228, 0.765, 0.879)  -0.320
H (1.700, -1.321, -0.655)  0.345
H (-0.296, 1.971, -1.797)  0.285
H (-1.141, 0.423, -2.243)  0.194
H (-0.909, 0.593, 1.640)  0.295

Its structure (SMILES) is O=C1NOCON1. As for the charge: 0. The HOMO-LUMO gap is 10.372 eV. Its lowest unoccupied orbital energy is 0.614 eV.



Stability summary - winner: model two; margin: 63.6 kcal/mol.